# 1
Density functional theory data (ωB97M-V with the def2-TZVPD basis set) for a molecular structure, C15H45O14P3SSi2.

Atoms and positions in Å:
C 1.31 1.54 -3.99
C 0.43 2.64 -4.61
C -0.56 2.12 -5.64
O -1.75 1.59 -5.04
Si -2.89 2.60 -4.49
O -4.36 2.24 -5.16
Si -5.69 2.99 -4.53
C -6.88 3.44 -5.90
S -7.13 2.20 -7.19
C -7.15 0.64 -6.27
C -8.28 0.49 -5.24
H 0.91 0.55 -4.19
H 2.33 1.59 -4.36
H 1.36 1.65 -2.91
H 1.06 3.37 -5.11
H -0.09 3.18 -3.82
H -0.80 2.89 -6.38
H -0.10 1.30 -6.19
H -3.01 2.40 -3.03
H -2.58 4.01 -4.82
H -6.31 2.16 -3.49
H -5.25 4.25 -3.87
H -6.45 4.29 -6.42
H -7.84 3.76 -5.48
H -6.18 0.50 -5.80
H -7.23 -0.11 -7.05
H -8.78 -0.47 -5.34
H -7.90 0.60 -4.23
H -9.03 1.27 -5.38
C 2.80 5.57 0.32
O 2.27 4.32 -0.14
P 1.24 3.53 0.77
O 0.38 4.37 1.61
O 2.09 2.45 1.58
C 2.89 2.89 2.69
O 0.55 2.63 -0.31
C -0.58 1.85 0.09
H 3.23 6.06 -0.55
H 2.01 6.19 0.74
H 3.58 5.40 1.06
H 2.46 3.78 3.15
H 3.90 3.09 2.34
H 2.91 2.08 3.42
H -1.48 2.45 0.03
H -0.47 1.47 1.11
H -0.65 1.01 -0.60
C 1.47 -0.67 3.39
O 1.36 -0.21 4.75
P 1.27 -1.26 5.92
O 1.98 -2.52 5.68
O -0.27 -1.45 6.27
C -1.09 -2.23 5.39
O 1.76 -0.38 7.12
C 1.97 -1.02 8.39
H 1.79 0.17 2.79
H 2.20 -1.47 3.30
H 0.50 -1.02 3.02
H -0.51 -3.01 4.90
H -1.55 -1.58 4.65
H -1.86 -2.69 6.00
H 2.97 -1.45 8.42
H 1.23 -1.81 8.56
H 1.87 -0.26 9.15
C 4.29 -6.90 -0.33
O 3.53 -6.88 0.89
P 3.50 -5.55 1.75
O 3.61 -4.31 0.99
O 4.61 -5.72 2.88
C 5.98 -5.54 2.53
O 2.18 -5.79 2.57
C 1.71 -4.70 3.38
H 3.95 -7.77 -0.89
H 4.12 -5.99 -0.91
H 5.35 -7.01 -0.11
H 6.10 -4.84 1.71
H 6.42 -6.51 2.27
H 6.49 -5.15 3.41
H 1.12 -4.02 2.77
H 2.53 -4.15 3.84
H 1.10 -5.13 4.17

## Properties
Orbital gap, eV: 9.01
E_LUMO, Ha: 0.0223
Maximum force, eV Å⁻¹: 0.4

---

# 2
Density functional theory data (ωB97M-V with the def2-TZVPD basis set) for a molecular structure, C36H31MnNP2.

Atoms and positions in Å:
Mn -1.12 0.11 0.16
C -2.02 0.65 -3.40
P -2.22 -1.18 -3.19
C -2.61 -1.31 -1.40
C -1.89 -2.04 -0.45
C -2.41 -2.28 0.83
C -3.64 -1.77 1.19
C -4.36 -1.02 0.27
C -3.86 -0.80 -1.00
C -0.57 -1.93 -3.33
C 0.50 -1.29 -3.96
C 1.68 -1.98 -4.21
C 1.83 -3.30 -3.81
C 0.77 -3.95 -3.18
C -0.42 -3.27 -2.96
C -0.88 1.39 -2.78
C 0.02 2.22 -3.40
C 0.90 2.71 -2.39
C 0.47 2.15 -1.21
C 1.00 2.27 0.19
P 1.21 0.56 0.80
C 2.78 0.03 0.03
C 2.72 -0.81 -1.08
C 3.88 -1.18 -1.74
C 5.11 -0.71 -1.30
C 5.17 0.14 -0.20
C 4.01 0.51 0.46
C 1.59 0.67 2.58
C 2.21 -0.41 3.22
C 2.43 -0.40 4.58
C 2.03 0.69 5.34
C 1.41 1.77 4.73
C 1.19 1.75 3.35
N -0.63 1.35 -1.43
H -2.98 1.04 -3.05
H -2.02 0.83 -4.48
H -0.96 -2.52 -0.73
H -1.82 -2.85 1.53
H -4.03 -1.93 2.18
H -5.32 -0.60 0.54
H -4.45 -0.24 -1.72
H 0.42 -0.26 -4.25
H 2.49 -1.47 -4.71
H 2.75 -3.83 -4.00
H 0.86 -4.98 -2.88
H -1.26 -3.81 -2.52
H 0.04 2.46 -4.46
H 1.74 3.37 -2.51
H 0.29 2.79 0.83
H 1.96 2.79 0.22
H 1.76 -1.17 -1.43
H 3.82 -1.83 -2.61
H 6.02 -1.00 -1.82
H 6.13 0.50 0.15
H 4.07 1.16 1.33
H 2.53 -1.27 2.63
H 2.92 -1.25 5.06
H 2.20 0.70 6.41
H 1.09 2.62 5.31
H 0.68 2.59 2.89
C -4.04 2.11 3.52
C -3.11 1.17 3.96
C -2.14 0.69 3.09
C -2.03 1.13 1.76
C -2.97 2.09 1.37
C -3.96 2.58 2.22
H -4.81 2.47 4.20
H -3.15 0.81 4.98
H -1.43 -0.04 3.47
H -2.94 2.49 0.35
H -4.67 3.32 1.87

## Properties
Orbital gap (alpha / beta), eV: 7.57 / 7.23
E_LUMO (alpha / beta), Ha: 0.0178 / 0.0053
2S+1: 6
Maximum force, eV Å⁻¹: 0.7
⟨S²⟩: 8.76

---

# 3
Density functional theory data (ωB97M-V with the def2-TZVPD basis set) for C8H13N3OS2 in the gas phase in a non-equilibrium geometry.

Atoms and positions in Å:
C 0.59 -0.43 -2.93
C -1.52 -1.00 0.31
C 1.67 0.35 0.00
C -2.54 -1.32 -0.71
C -1.48 -1.81 1.56
C 2.12 2.80 -0.47
C 0.41 0.45 0.84
C 2.38 1.34 -0.55
N 1.62 -0.90 -3.16
N -0.58 0.01 -2.66
N -0.72 -0.03 0.08
O -2.30 1.37 -1.59
S 2.19 -1.36 -0.15
S -0.88 1.09 -1.55
H -2.04 -1.62 -1.64
H -3.22 -2.10 -0.39
H -3.10 -0.42 -0.97
H -2.27 -2.56 1.56
H -1.61 -1.17 2.43
H -0.52 -2.32 1.65
H 1.38 3.05 0.29
H 3.06 3.31 -0.23
H 1.77 3.18 -1.43
H 0.20 1.49 1.12
H 0.55 -0.15 1.75
H 3.26 1.05 -1.11
H 2.30 -1.36 -1.50

## Properties
Orbital gap, eV: 8.75
E_LUMO, Ha: 0.0069
Maximum force, eV Å⁻¹: 2.1
Energy relative to the best compared isomer or geometry (same formula, charge and spin), kcal per mole: 78.0

---

# 4
Density functional theory data (ωB97M-V with the def2-TZVPD basis set) for a gas-phase ion, C3H4N3O (charge +1) in a non-equilibrium geometry.

Atoms and positions in Å:
C -0.22 -0.66 0.06
C 0.48 0.59 0.07
C -1.71 -0.37 0.02
N 2.65 -0.41 -0.04
N 0.31 -1.64 0.46
N 1.95 0.45 -0.42
O 0.26 1.66 0.53
H -2.04 -1.00 -0.79
H -1.80 0.65 -0.14
H -2.16 -0.69 0.86
H 2.28 1.42 -0.62

## Properties
Orbital gap (alpha / beta), eV: 7.82 / 9.85
E_LUMO (alpha / beta), Ha: -0.2921 / -0.2556
Charge: +1
Maximum force, eV Å⁻¹: 4.7
Energy relative to the best compared isomer or geometry (same formula, charge and spin), kcal per mole: 89.4

---

# 5
Density functional theory data (ωB97M-V with the def2-TZVPD basis set) for C7H10O2 in the gas phase.

Atoms and positions in Å:
C -0.32 -1.93 -1.65
C 0.75 -1.18 -1.43
C 0.78 0.28 -1.19
O 1.84 0.88 -1.25
C -0.49 0.98 -0.80
C -0.45 1.27 0.72
O -1.68 1.79 1.18
C -0.07 0.02 1.47
C 1.09 -0.16 2.07
H -1.32 -1.54 -1.69
H -0.23 -2.99 -1.83
H 1.73 -1.63 -1.45
H -0.56 1.93 -1.32
H -1.37 0.38 -1.02
H 0.29 2.05 0.91
H -2.34 1.09 1.16
H -0.82 -0.76 1.49
H 1.85 0.60 2.06
H 1.33 -1.08 2.58

## Properties
Orbital gap, eV: 10.10
E_LUMO, Ha: 0.0114
Maximum force, eV Å⁻¹: 0.5
Energy relative to the best compared isomer or geometry (same formula, charge and spin), kcal per mole: 32.2

---

# 6
Density functional theory data (ωB97M-V with the def2-TZVPD basis set) for C4H7NS in the gas phase in a non-equilibrium geometry.

Atoms and positions in Å:
C -0.20 -1.14 2.09
C 2.45 -1.26 1.91
C -1.58 0.58 -0.82
C -0.53 -0.48 -0.35
N -0.49 -0.90 0.98
S 1.28 -1.20 3.16
H 3.00 -2.17 2.10
H 2.44 -0.59 1.12
H -2.54 0.36 -0.30
H -1.38 1.60 -0.60
H -1.64 0.66 -1.94
H 0.45 -0.28 -0.70
H -0.81 -1.39 -0.93

## Properties
Orbital gap (alpha / beta), eV: 6.87 / 8.70
E_LUMO (alpha / beta), Ha: 0.0304 / -0.0240
2S+1: 3
Maximum force, eV Å⁻¹: 3.6
Energy relative to the best compared isomer or geometry (same formula, charge and spin), kcal per mole: 28.6
⟨S²⟩: 2.01